Density functional theory data (wB97M-V/def2-TZVPD) for a cluster of 2 separate species, C6H15NO in total in a non-equilibrium geometry.

Total energy ... -367.228011 Eh
Energy relative to the best compared isomer or geometry (same formula, charge and spin) ... 56.6 kcal per mole
Kohn-Sham gap (spin up / spin down) ... 11.01 / 5.52 eV
Expectation value of S² ... 0.782

The geometry in ORCA input format:
```
! wB97M-V def2-TZVPD RIJCOSX def2/J DEFGRID3
* xyz 1 2
C 2.107 -1.701 0.376
C 2.569 -0.255 0.282
C 0.646 -1.801 0.693
O -0.085 -2.598 0.151
N -0.028 -0.846 1.503
H 2.180 -2.195 -0.590
H 2.713 -2.194 1.140
H 1.859 0.373 -0.273
H 3.623 -0.159 0.051
H -1.058 -0.762 1.507
H 0.297 -0.007 2.004
H 2.443 0.239 1.264
C -1.278 1.657 -0.417
C -0.912 1.012 -1.793
C -2.444 0.817 0.152
H -0.365 1.612 0.177
H -1.637 2.656 -0.627
H -0.170 0.227 -1.691
H -2.133 -0.219 0.349
H -2.972 1.250 1.005
H -0.376 1.763 -2.379
H -1.787 0.624 -2.308
H -3.189 0.507 -0.577
*
```